Entry 1:
Formula: C30H36BrGeMoN5O5S
Source: the Open Molecules 2025 dataset
Level of theory: ωB97M-V with the def2-TZVPD basis set

XYZ file:
```
80
Properties=species:S:1:pos:R:3
Mo -0.64634 0.02497 0.08994
C 4.08517 1.26321 -3.40806
C 3.64138 0.03642 -2.62463
C 4.36337 -0.07296 -1.29373
C 3.79212 -1.22808 -3.45430
O 2.19566 0.13583 -2.32602
Ge 1.28327 1.62496 -2.24664
O -0.44481 0.47337 -1.86310
C -1.24977 0.14423 -3.11326
C -0.63620 0.92238 -4.26412
C -1.11991 -1.34981 -3.32512
C -2.68455 0.57951 -2.88210
O 0.48398 1.30270 0.56421
C 1.16301 2.34481 1.48686
C 1.84636 1.51621 2.55190
C 0.08060 3.26496 1.99192
C 2.14838 3.06466 0.59231
H 5.13805 1.17841 -3.67675
H 3.99128 2.18010 -2.81329
H 3.51799 1.36570 -4.33760
H 5.42515 -0.25757 -1.45892
H 3.96215 -0.90052 -0.70531
H 4.27367 0.85494 -0.72057
H 4.83385 -1.35858 -3.74802
H 3.19086 -1.17309 -4.36236
H 3.49690 -2.10869 -2.87487
H 0.39637 0.61770 -4.46823
H -0.71476 2.00423 -4.12537
H -1.18889 0.68335 -5.17424
H -0.08549 -1.62906 -3.53416
H -1.71836 -1.63645 -4.19217
H -1.50194 -1.90941 -2.46781
H -2.73273 1.60269 -2.50541
H -3.22406 -0.10285 -2.22423
H -3.20182 0.56538 -3.84248
H 1.12906 0.99633 3.18340
H 2.41894 2.18797 3.19369
H 2.54494 0.80647 2.10652
H -0.57545 2.76940 2.70523
H -0.50229 3.68640 1.17757
H 0.55574 4.09549 2.51638
H 2.88406 2.37214 0.17478
H 2.69454 3.79285 1.19348
H 1.63615 3.61493 -0.19538
S 1.31323 -5.46533 4.87535
N 0.44420 -4.14756 5.15326
C 0.37783 -3.48224 4.01319
C -0.31545 -2.24043 3.79657
C -1.05407 -1.56432 4.77317
C -1.71048 -0.40356 4.42311
C -1.60634 0.06956 3.12698
N -0.88001 -0.54395 2.18748
C -0.25530 -1.69772 2.51157
C 0.44731 -2.35695 1.43760
N 0.41997 -1.74712 0.21665
C 1.04001 -2.33840 -0.82577
C 1.69355 -3.54688 -0.70114
C 1.73616 -4.17395 0.52779
C 1.10513 -3.56995 1.62256
C 1.07261 -4.13378 2.94704
N 1.63816 -5.26902 3.31697
H -1.11380 -1.96942 5.77664
H -2.30963 0.13853 5.14200
H -2.12724 0.96888 2.82319
H 1.02847 -1.79512 -1.76229
H 2.16152 -3.98549 -1.57107
H 2.24320 -5.12254 0.66306
Br -7.71233 2.63441 1.95636
C -5.96974 2.34148 1.34565
C -5.06904 3.41030 1.25372
N -3.82733 3.25352 0.81364
C -3.42161 2.05031 0.45393
C -4.22991 0.92916 0.53997
C -5.54032 1.08262 0.98614
C -3.77737 -0.42119 0.20341
O -4.39267 -1.41286 0.15080
O -2.35481 -0.49674 -0.06091
H -5.37049 4.41082 1.53799
H -2.42792 2.02249 -0.00051
H -6.20112 0.22676 1.04598
```

As for the expectation value of S²: 0.91. The highest occupied orbital energy (spin up / spin down) is -0.581 / -0.581 hartree. Its net charge is +3. The total energy comes out at -188607.1532 eV. For the strongest force on any atom, the calculation gives 2.0 eV/A. As for the spin multiplicity: 2.

---

Entry 2:
Formula: C30H36ClN5O2STi
Source: the Open Molecules 2025 dataset
Level of theory: ωB97M-V with the def2-TZVPD basis set

XYZ file:
```
76
Properties=species:S:1:pos:R:3
Ti -0.45772 0.48167 -1.01935
C 0.58444 1.13053 4.65045
C 0.45169 -0.33164 5.07467
C -0.61457 -0.41651 6.17661
C 1.80169 -0.80154 5.63109
C 0.05013 -1.23564 3.91233
C -0.19677 -2.59903 4.16822
C -0.61072 -3.47121 3.18987
C -0.77574 -2.97470 1.89998
S -1.37328 -3.77775 0.48701
C -1.23374 -2.30812 -0.38939
N -0.72108 -1.29591 0.27477
C -0.49634 -1.63957 1.60654
C -0.09064 -0.76629 2.61919
C -1.68384 -2.14003 -1.77526
C -2.28041 -3.18206 -2.48726
C -2.76067 -2.93472 -3.75988
C -2.65628 -1.65611 -4.30042
C -2.04605 -0.63584 -3.58110
C -1.53368 -0.84649 -2.29860
H 0.86699 1.73226 5.51503
H -0.36173 1.52482 4.27204
H 1.34957 1.26506 3.88547
H -0.34416 0.23553 7.00839
H -0.71936 -1.42642 6.57114
H -1.58788 -0.10060 5.79825
H 2.09864 -0.17367 6.47199
H 2.57991 -0.74225 4.86860
H 1.75678 -1.83132 5.98448
H -0.08080 -2.97402 5.17562
H -0.82142 -4.50493 3.42502
H 0.09266 0.26806 2.38210
H -2.38066 -4.17240 -2.05837
H -3.22589 -3.72918 -4.32685
H -3.05217 -1.46066 -5.28886
H -1.97054 0.34497 -4.04198
Cl -4.77445 6.42342 -1.27765
C -3.87101 4.97991 -0.98053
C -4.19613 4.18693 0.13006
C -3.50739 3.03027 0.40825
C -2.45895 2.61907 -0.43250
O -1.80796 1.51329 -0.16435
C -2.12729 3.42358 -1.54998
C -1.05098 3.08777 -2.42110
O -0.33458 2.07423 -2.30346
C -2.84975 4.61161 -1.81128
H -5.00813 4.50168 0.77177
H -3.76263 2.41682 1.25975
H -0.82718 3.77172 -3.24906
H -2.59346 5.22289 -2.66619
N 2.06330 1.31131 1.21218
N 1.01966 1.75563 0.33258
H 2.77226 2.02707 1.32527
H 2.48935 0.47749 0.82864
H 1.36113 2.47131 -0.31051
H 0.31411 2.20354 0.91402
C 2.04481 -1.55432 -1.51864
C 3.19326 -2.13444 -2.38323
N 3.60800 -1.17533 -3.40220
C 3.90663 0.09671 -2.76555
C 2.61986 0.70060 -2.15524
N 1.52438 -0.30811 -2.14220
C 1.21421 -0.62638 -3.56898
C 2.50813 -0.96315 -4.33836
H 2.38200 -1.31618 -0.50442
H 1.21966 -2.26072 -1.43094
H 2.87196 -3.04540 -2.88954
H 4.05306 -2.38975 -1.76254
H 4.33967 0.77312 -3.50370
H 4.66007 -0.07265 -1.99408
H 2.26002 1.56018 -2.72538
H 2.81664 1.01944 -1.13556
H 0.68240 0.22341 -3.99919
H 0.52863 -1.47049 -3.56256
H 2.79256 -0.15735 -5.01670
H 2.36779 -1.86306 -4.93843
```

For the energy above the lowest of the compared OMol25 structures with the same formula, charge and spin, the calculation gives 6.8 kcal/mol. As for the expectation value of S²: 0.75. The highest occupied orbital energy (spin up / spin down) is -0.398 / -0.399 hartree. Its net charge is +1. The total energy comes out at -89710.1455 eV. For the strongest force on any atom, the calculation gives 0.4 eV/A. As for the spin multiplicity: 2.

---

Entry 3:
Formula: C30H36GeN2O2P2Tc
Source: the Open Molecules 2025 dataset
Level of theory: ωB97M-V with the def2-TZVPD basis set

XYZ file:
```
74
Properties=species:S:1:pos:R:3
Tc -0.05293 -0.58666 -0.57750
C 1.49129 -0.47518 2.67609
P 1.64161 -0.01413 0.91710
C 3.36634 -0.43633 0.51556
C 1.68645 1.83280 0.93975
C 0.28725 2.45286 1.07686
P -1.06286 1.36147 0.39873
C -2.23241 2.60766 -0.27442
C -1.99629 0.89920 1.91177
H 2.40599 -0.22667 3.21856
H 1.29431 -1.53975 2.76330
H 0.65929 0.06124 3.13423
H 4.06361 0.00329 1.23198
H 3.57981 -0.05891 -0.48530
H 3.48104 -1.52027 0.51650
H 2.10180 2.08733 -0.04027
H 2.37306 2.21119 1.70081
H 0.24700 3.39630 0.52857
H 0.04443 2.69128 2.11592
H -2.39541 3.40086 0.45804
H -3.18714 2.13506 -0.50296
H -1.83586 3.04298 -1.19213
H -2.18203 1.77504 2.53834
H -1.44955 0.14441 2.47641
H -2.95313 0.46903 1.62230
C 3.10842 1.82459 -4.97010
N 1.95628 1.15202 -4.39816
C 0.98189 0.60638 -5.18178
C -0.08017 -0.04540 -4.65617
C -0.12835 -0.15102 -3.23174
O -1.01365 -0.79090 -2.58927
N 0.81643 0.43877 -2.48302
C 1.89304 1.05694 -3.00183
O 2.79050 1.55670 -2.32580
H 2.95855 1.92515 -6.04284
H 4.01868 1.25691 -4.77869
H 3.22332 2.80897 -4.52084
H 1.12056 0.72533 -6.24749
H -0.84764 -0.48913 -5.26916
C -0.67942 -1.86782 0.36006
Ge -1.52907 -3.39576 1.19061
C -1.18862 -4.96449 0.07561
C -0.93407 -6.21980 0.61904
C -0.72781 -7.31894 -0.20358
C -0.77514 -7.16981 -1.58170
C -1.02407 -5.92051 -2.13393
C -1.22664 -4.82475 -1.30948
C -3.45256 -3.00568 1.26718
C -4.30576 -3.72740 2.09830
C -5.67125 -3.48248 2.10465
C -6.20447 -2.51452 1.26529
C -5.36798 -1.80111 0.41861
C -4.00277 -2.04640 0.42222
C -0.78386 -3.66282 2.98396
C -1.48509 -3.32688 4.13711
C -0.90888 -3.48391 5.39087
C 0.37904 -3.98585 5.50537
C 1.08797 -4.33283 4.36274
C 0.50761 -4.17263 3.11430
H -0.89178 -6.34813 1.69550
H -0.53074 -8.29065 0.23180
H -0.61289 -8.02483 -2.22576
H -1.05364 -5.79887 -3.20929
H -1.39653 -3.84818 -1.75222
H -3.90546 -4.49502 2.75385
H -6.31950 -4.04982 2.76056
H -7.26983 -2.32231 1.26598
H -5.78052 -1.05489 -0.24932
H -3.35514 -1.49073 -0.24960
H -2.49155 -2.92712 4.06120
H -1.46774 -3.21583 6.27861
H 0.82858 -4.11129 6.48215
H 2.09277 -4.72766 4.44571
H 1.06935 -4.44918 2.22777
```

For the energy above the lowest of the compared OMol25 structures with the same formula, charge and spin, the calculation gives 0.0 kcal/mol. As for the expectation value of S²: 0.76. The highest occupied orbital energy (spin up / spin down) is -0.214 / -0.266 hartree. Its net charge is 0. The total energy comes out at -116062.4612 eV. For the strongest force on any atom, the calculation gives 0.7 eV/A. As for the spin multiplicity: 2.